# 1
Molecular formula: C8H17AuClI2O2P
Method: DFT, wB97M-V/def2-TZVPD

Structure (XYZ):
```
32
Properties=species:S:1:pos:R:3:lowdin_charge:R:1
Au 0.06328 0.13369 -1.24133 0.706
I 1.55692 -1.38872 3.28457 0.400
I -2.08518 2.91492 2.31181 0.408
Cl -0.34145 -0.85984 -3.27366 0.053
P 2.10129 1.43907 -2.00713 0.849
O 0.00465 1.17149 1.64996 -0.114
O -1.73586 -0.68344 1.67008 -0.257
C -2.62050 -1.43076 0.71626 -0.155
C 2.99585 2.50513 -0.82592 -0.185
C 3.20709 0.13202 -2.51686 -0.208
C -2.41012 -2.69452 2.71029 -0.126
C -1.65736 -1.38025 2.84910 -0.295
C -3.31694 -2.49289 1.50902 -0.143
C 1.35312 2.46539 -3.27194 -0.213
C -0.22377 0.94956 0.57053 -0.253
H 3.80284 3.01034 -1.37704 0.093
H 4.10070 0.60564 -2.99962 0.110
H 2.58956 -0.47356 -3.20670 0.044
H 3.45180 1.90812 -0.00112 0.086
H -2.05794 -1.77654 -0.16009 0.094
H -3.02062 -2.94319 3.59675 0.137
H -3.26139 -0.62607 0.32760 0.128
H -3.55929 -3.40123 0.92635 0.137
H 3.51290 -0.39743 -1.58280 0.093
H 0.80404 1.74112 -3.91177 0.042
H -1.73263 -3.55753 2.69822 0.129
H -4.31923 -2.00894 1.85361 0.163
H 0.68666 3.19664 -2.74890 0.092
H -0.59626 -1.63949 2.96188 -0.143
H -1.79557 -0.71584 3.68319 0.133
H 2.33888 3.28136 -0.37040 0.084
H 2.16451 3.01576 -3.82394 0.111
```

F_max   2.91 eV Å⁻¹
<S²>   2.03
Frontier orbital gap (spin up / spin down)   0.1163 / 0.1319 Eh
ΔE to the lowest compared entry with this formula, charge and spin   74.52 kcal per mole
Multiplicity   3
HOMO (spin up / spin down)   -14.7766 / -14.9935 eV
Total charge   +2
E   -54350.6248 eV


# 2
Molecular formula: C6H13BF4N4O
Method: DFT, wB97M-V/def2-TZVPD

Structure (XYZ):
```
29
Properties=species:S:1:pos:R:3:lowdin_charge:R:1
F -2.14793 0.38614 0.33431 0.017
F -4.33392 1.15408 0.85211 0.037
F -3.84383 0.34883 -1.32683 0.023
F -2.94301 2.42045 -0.59638 0.038
O 0.31857 3.12821 -1.02020 -0.144
N -1.77818 -2.47721 0.94939 0.129
N 0.27675 -1.66742 -0.23191 -0.043
N 0.21771 -1.68225 2.34635 0.084
N -0.69616 -2.00895 -1.19842 0.061
C -0.35587 -1.91244 1.12018 -0.228
C 1.09187 2.48555 0.09175 -0.218
C -1.98241 -2.51126 -0.54909 0.048
C 1.64521 -1.16587 -0.63983 -0.112
C 2.29595 1.52059 -0.50052 -0.164
C 2.23788 0.05929 0.27501 -0.178
B -3.31720 1.07736 -0.18419 -1.049
H 0.07274 -0.71529 2.76686 0.144
H 0.80242 -2.35331 2.89654 0.131
H 0.30738 1.91994 0.75451 0.116
H 3.32358 2.01787 -0.15203 0.118
H 3.37242 -0.22383 0.51165 0.122
H -2.90832 -2.84054 -1.20826 0.165
H 2.30910 1.42770 -1.66751 0.118
H 1.56430 3.33464 0.77948 0.130
H -0.47894 -1.92433 -2.23648 0.185
H 2.38975 -2.09334 -0.73847 0.145
H 1.52751 -0.76250 -1.75726 0.139
H -0.64292 2.81232 -0.95533 0.090
H 1.67554 0.24558 1.28458 0.095
```

F_max   7.27 eV Å⁻¹
Frontier orbital gap   0.3162 Eh
HOMO   -9.9935 eV
E   -25986.2520 eV


# 3
Molecular formula: C5H13NO
Method: DFT, wB97M-V/def2-TZVPD

Structure (XYZ):
```
20
Properties=species:S:1:pos:R:3:lowdin_charge:R:1
O -2.05590 -1.18848 0.92834 -0.365
N -2.55582 0.84966 -0.74202 -0.032
C 1.74611 -0.23133 0.25752 -0.387
C -1.24029 1.27865 -1.13278 -0.207
C 1.24121 -1.56587 0.81579 -0.062
C 1.67881 0.04993 -1.12441 0.134
C 2.18015 0.86908 1.05639 0.175
H 1.64685 -0.80058 -1.94199 0.135
H -2.45482 -0.06351 -0.19114 0.008
H 2.18194 0.80941 2.20910 0.118
H 2.13872 0.99998 -1.50238 0.092
H 0.76217 -2.32632 0.17534 0.093
H -2.63936 -1.19569 1.64125 -0.132
H -1.18135 2.35838 -1.12883 0.077
H 0.58711 -1.35190 1.64522 0.060
H -3.21673 1.13727 -1.41788 0.046
H -0.47858 0.83280 -0.55813 0.015
H 2.19500 -2.04546 1.16275 0.093
H 2.28042 1.85899 0.55468 0.086
H -1.11941 0.94407 -2.11562 0.053
```

F_max   3.04 eV Å⁻¹
Frontier orbital gap   0.1266 Eh
ΔE to the lowest compared entry with this formula, charge and spin   188.59 kcal per mole
HOMO   -6.9654 eV
E   -8925.8327 eV


# 4
Molecular formula: C29H29CaN10O5S
Method: DFT, wB97M-V/def2-TZVPD

Structure (XYZ):
```
75
Properties=species:S:1:pos:R:3:lowdin_charge:R:1
Ca -0.19681 0.51454 0.17171 1.137
S -0.03196 -0.83942 2.80206 0.637
O 1.83811 -0.13364 0.54612 -0.236
O 0.26909 4.39028 -4.39150 0.118
O 0.10823 2.96375 -6.08576 0.074
O 0.16854 2.61970 -0.24645 -0.171
O 0.31553 4.19273 -1.84346 0.041
N 1.78688 -6.93194 1.79744 0.051
N 0.79718 -6.22673 1.20284 -0.053
N 1.96139 -8.03952 1.16932 0.065
N -3.61216 -0.32795 -0.17021 -0.128
N 0.62513 -3.89202 0.69596 -0.022
N 2.72832 -0.38826 2.67271 0.095
N 1.77525 -0.39513 4.70344 -0.135
N 0.10577 -0.04427 -3.26770 0.029
N 0.18724 0.67124 -2.14362 -0.010
N 0.13418 -2.26730 -0.70096 0.089
C 1.80770 -3.57665 0.04654 -0.043
C 2.78385 -0.27390 1.35277 -0.447
C 0.46470 -4.90393 1.70087 -0.065
C 0.07768 0.73051 -4.36140 -0.003
C 0.23833 3.02420 -1.44799 -0.567
C 0.16940 3.17628 -4.89589 -0.511
C -0.64203 -6.61289 -0.85648 0.006
C -1.77385 -3.12634 0.66507 -0.038
C 0.87151 -9.04002 -0.87419 -0.022
C 1.56898 -0.49610 3.37122 -0.691
C -0.08326 -8.78482 -1.82720 -0.090
C -0.82741 -7.57745 -1.81756 -0.079
C -0.35866 -3.08891 0.19644 -0.399
C 0.21073 1.94612 -2.52451 -0.125
C 3.12491 -0.21362 5.25541 -0.213
C 0.32921 -6.89816 0.11763 -0.170
C 6.55564 -0.56275 0.94691 -0.088
C -2.52621 0.06983 -0.04752 -0.429
C 4.30566 -0.18076 -0.63076 -0.029
C 3.95497 -1.48766 5.27094 -0.084
C 0.43958 -1.84910 6.22017 -0.084
C 4.16510 -0.31937 0.74631 -0.126
C 0.67960 -0.45139 5.67027 -0.269
C 0.15709 2.03508 -3.93361 -0.052
C 6.68986 -0.43685 -0.43115 -0.099
C 1.07109 -8.06266 0.10819 -0.242
C 1.48284 -2.57521 -0.80152 -0.148
C 5.29758 -0.50103 1.53274 -0.028
C 5.56150 -0.24122 -1.21898 -0.081
H 4.93986 -1.29017 5.70271 0.072
H 1.33002 -2.24378 6.71455 0.058
H 2.14660 -2.01364 -1.43890 0.092
H -0.21933 -0.08026 5.18891 0.061
H 5.17349 -0.59433 2.60468 0.093
H -2.36513 -2.42301 0.08198 0.031
H 0.93267 0.23437 6.48006 0.108
H -0.27003 -9.51157 -2.60688 0.097
H 0.16276 -2.52625 5.40959 0.058
H -1.56065 -7.40765 -2.59597 0.103
H 7.43196 -0.70757 1.56731 0.096
H 7.67138 -0.48430 -0.88782 0.096
H 5.66059 -0.12853 -2.29133 0.099
H -1.84888 -2.82947 1.71337 0.058
H 0.32021 4.35729 -3.39117 0.046
H -0.00663 -1.04289 -3.17933 0.149
H -2.20944 -4.12473 0.56155 0.070
H 1.45138 -9.95385 -0.87351 0.110
H 2.98608 0.14669 6.27476 0.108
H 4.08641 -1.86490 4.25701 0.056
H 3.47409 -2.26218 5.87096 0.059
H 3.41807 -0.00704 -1.22431 0.104
H 0.00397 0.33423 -5.36106 0.136
H 1.12027 -4.73278 2.55073 0.138
H 2.73882 -4.06827 0.27639 0.122
H 3.63943 0.56658 4.70137 0.109
H -0.37182 -1.83323 6.95263 0.072
H -0.56682 -4.87923 2.03967 0.132
H -1.19990 -5.68638 -0.86844 0.101
```

F_max   1.34 eV Å⁻¹
Frontier orbital gap   0.2907 Eh
ΔE to the lowest compared entry with this formula, charge and spin   16.50 kcal per mole
HOMO   -5.9134 eV
Total charge   -1
E   -84963.9335 eV


# 5
Molecular formula: C12H22BrFIO6
Method: DFT, wB97M-V/def2-TZVPD

Structure (XYZ):
```
43
Properties=species:S:1:pos:R:3:lowdin_charge:R:1
I 0.46737 -4.68430 5.62345 -0.609
Br 0.11946 -2.21878 4.01859 0.387
F -3.59255 2.17300 -0.35687 -0.041
O 1.48534 -0.88559 -2.37191 -0.083
O 1.02829 0.17981 0.02624 -0.144
O -1.48809 -2.10158 -2.01725 -0.064
O 0.96594 -3.09628 -2.12888 -0.072
O -1.19052 2.55980 1.54849 -0.130
O 1.89568 -1.27622 2.16049 0.044
C -1.04814 -2.63754 -0.76820 -0.205
C -2.45164 2.19541 -1.13247 -0.191
C 2.20502 0.68463 -0.56779 -0.160
C 0.83962 -1.03785 2.58885 -0.790
C 0.16418 -3.52462 -1.04726 -0.177
C -0.47870 1.98022 0.47176 -0.304
C 1.89724 -2.11396 -1.79751 -0.240
C -1.39614 1.25766 -0.52080 -0.086
C -0.04782 0.12963 2.17172 -0.120
C 0.56910 1.00789 1.08536 -0.280
C -1.48442 3.93786 1.41074 -0.093
C 2.37716 0.13642 -2.01939 -0.183
H -0.84270 -1.83808 -0.05700 0.093
H -0.23496 0.71791 3.06441 0.122
H -0.97035 -0.29824 1.78223 0.109
H -1.87243 0.45115 0.03464 0.118
H 1.38972 1.58662 1.52143 0.159
H 2.18751 0.97062 -2.69589 0.117
H -0.84082 0.83377 -1.35557 0.121
H -2.57074 4.05447 1.47134 0.089
H -2.42863 -1.90441 -1.94930 0.083
H -1.04659 4.53164 2.21600 0.085
H -2.65010 1.83731 -2.14218 0.113
H 3.05052 0.35946 0.04962 0.126
H 0.11568 2.71483 -0.08954 0.144
H -1.17751 4.35789 0.45246 0.078
H -1.86015 -3.24908 -0.36373 0.123
H 2.89992 -2.37534 -2.16214 0.137
H 3.42555 -0.15823 -2.15461 0.118
H 0.74599 -3.71157 -0.14164 0.132
H -0.23092 -4.49923 -1.33723 0.123
H 1.95812 -2.02284 -0.70529 0.131
H 2.15003 1.77637 -0.61736 0.116
H -2.03351 3.19939 -1.19800 0.104
```

F_max   2.87 eV Å⁻¹
Frontier orbital gap   0.1993 Eh
ΔE to the lowest compared entry with this formula, charge and spin   14.75 kcal per mole
HOMO   -3.1652 eV
Total charge   -1
E   -105945.9224 eV


# 6
Molecular formula: C3H5N3OS
Method: DFT, wB97M-V/def2-TZVPD

Structure (XYZ):
```
13
Properties=species:S:1:pos:R:3:lowdin_charge:R:1
S -1.30145 -1.11242 -0.56900 0.999
O -0.72699 1.66879 -0.36692 -0.054
N -1.94429 1.33402 0.24126 0.024
N 1.56458 1.35623 -0.34912 0.168
N 0.14082 -0.44303 0.07261 -0.421
C 0.39581 0.87559 -0.23132 -0.546
C -2.30552 0.11990 0.14009 -0.455
C 1.27507 -1.35028 0.21323 -0.119
H 0.90720 -2.27658 0.68083 0.078
H 2.01463 -0.85387 0.84650 0.083
H 1.50636 2.35552 -0.44344 0.057
H 1.77210 -1.57270 -0.77324 0.101
H -3.29832 -0.10117 0.53852 0.085
```

F_max   1.02 eV Å⁻¹
Frontier orbital gap   0.3443 Eh
ΔE to the lowest compared entry with this formula, charge and spin   74.03 kcal per mole
HOMO   -9.0948 eV
E   -20542.4491 eV
Structure (SMILES)   [H]/N=C1\ON=CSN1C


# 7
Molecular formula: C8H13BF4N6SV
Method: DFT, wB97M-V/def2-TZVPD

Structure (XYZ):
```
34
Properties=species:S:1:pos:R:3:lowdin_charge:R:1
V -0.39315 0.05843 -0.42687 0.867
S -1.85550 -1.03647 1.04359 0.743
F -2.36210 -0.65703 -3.54321 0.277
F -0.68502 -1.21651 -1.98178 -0.027
F -0.30159 0.40907 -3.56403 0.208
F -1.71486 0.76854 -1.78690 0.004
N 1.46904 -0.77198 1.74357 -0.007
N -1.78555 1.57856 1.81082 0.023
N -3.41580 0.28329 2.71632 0.115
N 1.18096 1.39524 -0.78845 0.008
N 1.15803 -1.21328 0.41223 -0.137
N -0.75623 1.59918 0.93544 -0.080
C 1.01171 2.59710 -0.20052 -0.181
C 2.79199 3.50645 -1.51026 -0.001
C -2.37035 0.41535 1.89690 -0.773
C 1.81291 3.67511 -0.54101 0.031
C 2.13140 1.23234 -1.71059 -0.082
C -0.32374 3.94783 1.53786 0.003
C 2.95448 2.26780 -2.11008 -0.007
C -0.07228 2.68492 0.79162 -0.225
B -1.32014 -0.17703 -2.88893 -1.117
H -3.76015 1.09258 3.20649 0.122
H 0.49845 4.13870 2.23152 0.108
H -3.92666 -0.57929 2.76704 0.101
H 0.88352 -2.19604 0.38087 0.113
H 2.20195 0.25243 -2.16807 0.131
H 1.67497 4.63359 -0.06491 0.122
H 2.01645 -1.12599 -0.12469 0.102
H 3.69780 2.10136 -2.87536 0.124
H -1.24681 3.87109 2.10229 0.077
H 2.07087 -1.44958 2.20208 0.094
H 3.41676 4.34113 -1.79734 0.128
H 0.59414 -0.74466 2.25811 0.041
H -0.39102 4.79240 0.85257 0.096
```

F_max   0.79 eV Å⁻¹
<S²>   2.02
Frontier orbital gap (spin up / spin down)   0.2710 / 0.2797 Eh
ΔE to the lowest compared entry with this formula, charge and spin   3.95 kcal per mole
Multiplicity   3
HOMO (spin up / spin down)   -11.9131 / -11.9989 eV
Total charge   +1
E   -65519.1110 eV


# 8
Molecular formula: C7H19NiO2P
Method: DFT, wB97M-V/def2-TZVPD

Structure (XYZ):
```
30
Properties=species:S:1:pos:R:3:lowdin_charge:R:1
Ni -0.06419 -0.28349 0.11273 -0.091
P -0.28211 -0.20749 -2.01923 0.611
O 0.08797 0.24117 2.05341 -0.079
O 2.79647 -0.81302 0.13082 0.094
C 1.77780 -0.34506 -0.15486 -0.165
C -1.74383 -1.06182 -2.64633 -0.287
C 1.06562 -0.68381 4.07777 0.002
C 0.97284 -1.10766 -2.99475 -0.289
C -0.35112 1.26648 -3.07521 -0.277
C -1.07957 0.69393 4.10009 -0.001
C 0.01632 0.05992 3.27285 -0.403
H -0.55764 -1.71070 -0.15078 0.002
H 0.87986 -0.56896 5.12417 0.061
H -2.04939 0.26503 3.82706 0.101
H 1.13587 -2.10917 -2.57770 0.045
H 0.67369 -1.24366 -4.04374 0.041
H -1.26649 0.51233 -0.30650 -0.033
H 2.04468 -0.27551 3.82233 0.095
H 1.09308 3.17077 0.24436 0.021
H -0.89024 0.56559 5.14864 0.064
H -1.14281 1.92789 -2.70332 0.037
H -1.10726 1.75139 3.83384 0.096
H -1.76779 -1.12751 -3.73774 0.044
H 1.08438 -1.74978 3.82231 0.101
H -1.76263 -2.06466 -2.21851 0.031
H -2.61941 -0.50730 -2.30765 0.038
H -0.57215 1.04064 -4.13476 0.049
H 1.93389 -0.57521 -3.00144 0.040
H 0.59837 1.81844 -3.03461 0.037
H 1.09579 3.12122 -0.46325 0.014
```

F_max   4.13 eV Å⁻¹
<S²>   2.02
Frontier orbital gap (spin up / spin down)   0.2229 / 0.3062 Eh
Multiplicity   3
HOMO (spin up / spin down)   -5.4932 / -8.3074 eV
E   -61989.3017 eV